Record 1
# C19H31N3

C19H31N3 in the gas phase (ωB97M-V/def2-TZVPD, OMol25).

For the LUMO energy, the calculation gives 0.80 eV. For the energy above the lowest of the compared OMol25 structures with the same formula, charge and spin, the calculation gives 0.135 eV. The calculation puts the maximum force at 0.7 eV Å⁻¹. The structure (SMILES) is CCC(CC)CN1C(Nc2ccccc2)=NC[C@@H]1CC(C)C. As for the frontier orbital gap: 8.717 eV.

ORCA input file:
```
! RIJCOSX wB97M-V def2-TZVPD def2/J DEFGRID3
* xyz 0 1
C -0.13 -2.38 -2.30
C 3.20 -1.64 -0.32
H 4.13 1.59 -1.02
H -1.51 3.67 4.22
H 2.89 1.49 1.17
H 3.94 0.19 1.69
H -2.29 -1.02 -2.64
H -4.53 3.24 1.24
N 0.34 -0.25 -1.08
H 0.33 0.92 1.08
H -0.51 -2.70 -3.27
H 4.69 -1.92 1.24
C 2.51 -0.38 0.19
C 1.69 0.27 -0.95
H -1.60 0.45 -3.33
H -2.08 -4.86 -0.87
H -0.02 2.20 2.92
H 5.16 1.91 0.38
C 4.56 1.15 -0.12
H 0.14 -2.20 0.45
H -1.85 -2.38 -1.00
H 2.21 0.12 -1.90
H -3.03 1.76 -0.07
C -1.54 -0.25 -2.49
C -0.99 -3.02 -1.20
H 1.81 -0.68 0.97
H 3.95 -1.38 -1.07
H -0.65 -5.04 -1.88
C -0.21 -3.16 0.11
H 5.23 0.35 -0.43
C -0.12 -0.85 -2.33
C -1.49 -4.39 -1.65
H 0.64 -3.83 -0.02
H 0.90 -2.75 -2.22
H 2.45 -2.26 -0.80
H -0.86 -3.58 0.88
C -0.74 0.47 -0.57
H -3.77 4.20 3.38
H -2.11 -4.30 -2.54
H 0.54 -0.53 -3.15
C 3.86 -2.46 0.79
N -0.56 1.08 0.64
C -2.72 2.19 0.87
C -3.54 3.02 1.61
H 1.64 1.36 -0.78
H 3.14 -2.70 1.57
H 4.25 -3.39 0.39
C -3.12 3.55 2.81
N -1.81 0.47 -1.26
C -1.44 1.89 1.34
C 3.47 0.64 0.82
C -1.01 2.43 2.55
C -1.85 3.26 3.28
*
```



Record 2
# C19H31N3O4S

C19H31N3O4S in the gas phase at a distorted geometry (ωB97M-V/def2-TZVPD, OMol25).

For the LUMO energy, the calculation gives 0.70 eV. For the energy above the lowest of the compared OMol25 structures with the same formula, charge and spin, the calculation gives 0.834 eV. The calculation puts the maximum force at 1.1 eV Å⁻¹. The structure (SMILES) is CC(C)CCNC(=O)c1ccc(OC2CCN(S(=O)(=O)N(C)C)CC2)cc1. As for the frontier orbital gap: 9.425 eV.

ORCA input file:
```
! RIJCOSX wB97M-V def2-TZVPD def2/J DEFGRID3
* xyz 0 1
C 0.64 -0.26 -1.84
H 1.12 2.06 -4.36
C -1.46 0.87 -2.63
O -0.17 1.34 -6.17
H 1.06 -3.30 8.19
C 0.05 -0.76 4.66
N -2.63 1.39 -5.40
H 1.48 0.59 5.24
H 0.76 2.39 -2.65
O 0.83 0.64 -0.75
H 1.10 -1.23 -1.60
C -0.85 -0.45 -2.16
H 3.59 -3.12 5.39
C 0.62 0.22 0.53
C 0.78 1.21 1.50
H 2.85 -0.10 7.33
H 1.88 -4.27 6.98
H 1.95 -0.89 8.63
H -2.48 0.71 -2.98
C -2.60 2.82 -5.63
H 0.46 0.58 7.51
H 2.28 -2.06 4.91
H 2.40 0.55 -2.80
O -0.71 -1.65 4.98
H 3.38 -2.50 7.71
C 1.36 0.36 -3.05
H -3.61 3.21 -5.55
H -1.98 3.26 -4.85
H -0.05 -1.08 7.13
C 3.08 -2.19 5.62
H -3.26 -0.41 -6.17
C 2.55 -2.22 7.05
N -0.73 1.47 -3.73
H -1.39 -0.80 -1.28
C 0.27 -1.06 0.92
H -0.19 -2.34 2.58
C 0.27 -0.37 3.24
H -1.47 1.60 -1.81
S -1.07 0.78 -5.21
H 0.13 -1.85 0.20
C 1.46 -3.29 7.19
H -0.94 -1.19 -2.96
H 3.80 -1.38 5.49
H 1.31 -0.35 -3.88
H -2.18 3.07 -6.61
H 0.66 -3.11 6.48
O -1.18 -0.65 -5.15
H 0.71 1.71 3.56
N 0.78 -0.06 5.56
C 0.61 0.92 2.84
H -4.47 0.90 -6.21
C 2.07 -0.84 7.54
C -3.42 0.65 -6.36
C 0.68 1.66 -3.45
H -3.14 0.88 -7.39
C 0.09 -1.35 2.26
C 0.74 -0.34 6.98
H 1.03 2.21 1.18
*
```



Record 3
# C19H31N3O4S

C19H31N3O4S in the gas phase at a distorted geometry (ωB97M-V/def2-TZVPD, OMol25).

For the LUMO energy, the calculation gives 0.67 eV. For the energy above the lowest of the compared OMol25 structures with the same formula, charge and spin, the calculation gives 0.837 eV. The calculation puts the maximum force at 1.1 eV Å⁻¹. The structure (SMILES) is CC(C)CCNC(=O)c1ccc(OC2CCN(S(=O)(=O)N(C)C)CC2)cc1. As for the frontier orbital gap: 9.416 eV.

ORCA input file:
```
! RIJCOSX wB97M-V def2-TZVPD def2/J DEFGRID3
* xyz 0 1
H -7.35 -3.90 -0.13
C -6.90 -0.58 0.72
C -6.65 -1.85 -0.10
C -0.73 0.48 1.22
H -6.45 0.73 -0.95
H 5.11 1.01 2.17
H 8.16 0.11 -0.58
H 7.92 -2.35 -1.01
H 2.84 -0.59 -0.16
O 6.62 -0.69 1.46
N -4.89 0.82 0.37
H 6.26 -2.94 -1.26
C 0.13 1.33 0.53
C 2.39 2.12 0.32
C 3.57 2.27 1.29
H -6.82 1.56 0.57
N 6.38 -0.90 -1.09
H -8.55 -2.75 0.45
O -4.32 1.23 -1.78
H -6.97 -1.66 -1.13
H -4.57 0.75 1.32
H -5.05 -3.20 -0.63
H -2.69 -0.31 1.42
H 2.02 1.22 -1.62
H -4.80 -2.36 0.90
C -6.31 0.70 0.13
H 7.55 0.37 -2.24
H -6.52 -0.72 1.74
H -2.10 2.52 -1.72
C -5.18 -2.25 -0.12
C -7.49 -3.00 0.46
H 7.13 -2.13 -2.59
C -3.99 1.06 -0.62
C -2.57 1.13 -0.18
C -1.71 1.96 -0.88
O 4.92 -2.19 0.50
H 3.97 -0.37 -1.51
H 3.50 0.25 2.03
H 3.21 2.68 2.23
H -4.58 -1.51 -0.64
H 6.72 1.11 -0.85
C 6.97 -2.15 -1.51
H -7.20 -3.21 1.49
H 2.00 3.12 0.08
H 0.26 2.73 -1.11
S 5.67 -0.97 0.43
C -2.06 0.38 0.88
H -0.33 -0.11 2.04
H 3.57 2.08 -1.48
N 4.66 0.36 0.28
C 4.22 0.92 1.54
C -0.37 2.07 -0.54
C 2.87 1.42 -0.96
C 3.56 0.10 -0.62
O 1.40 1.36 0.99
H 4.30 2.96 0.85
H -7.98 -0.44 0.80
C 7.27 0.24 -1.20
*
```



Record 4
# C19H31N5O2

C19H31N5O2 in the gas phase at a distorted geometry (ωB97M-V/def2-TZVPD, OMol25).

For the LUMO energy, the calculation gives 0.68 eV. For the energy above the lowest of the compared OMol25 structures with the same formula, charge and spin, the calculation gives 0.000 eV. The calculation puts the maximum force at 1.4 eV Å⁻¹. The structure (SMILES) is CC[C@@H]1CCCCN1Cc1nc2c(c(=O)n(C)c(=O)n2C)n1CC(C)C. As for the frontier orbital gap: 8.954 eV.

ORCA input file:
```
! RIJCOSX wB97M-V def2-TZVPD def2/J DEFGRID3
* xyz 0 1
C -0.05 2.91 1.63
H 3.28 -1.16 0.83
H 2.28 1.86 -1.54
H -0.11 -5.48 1.36
H -0.63 1.99 1.53
H -5.26 0.92 1.19
H -5.19 -0.50 0.14
H -1.25 4.31 0.50
C 3.21 4.04 -0.13
C 1.09 2.90 0.60
C -0.44 -5.17 0.37
H -2.88 1.39 0.74
C 1.73 2.80 -1.71
N 1.70 -2.23 0.00
O -2.26 -3.22 -0.17
C -1.10 -2.87 -0.12
H -1.87 3.96 2.12
H 3.67 -2.80 0.23
H 0.04 -5.80 -0.38
N 0.61 2.93 -0.78
H 1.68 1.98 0.77
H 3.50 3.88 -2.28
C -0.97 4.12 1.53
H -1.37 2.33 -0.58
C 2.02 4.10 0.81
C -0.20 0.56 -0.74
N 0.99 0.03 -0.54
C -4.78 0.49 0.31
H -0.64 2.06 -2.16
H -3.05 -1.15 -0.95
H 1.46 5.02 0.62
C -3.27 0.39 0.54
H -5.00 1.12 -0.54
C -2.62 -0.17 -0.74
C 3.11 -1.88 0.04
C -0.45 2.00 -1.09
C -0.58 -1.55 -0.32
H 2.14 4.91 -1.79
N -0.07 -3.78 0.14
H 3.85 4.91 0.00
H -3.26 -1.53 1.52
H -1.52 -5.23 0.29
H -3.50 -0.16 2.61
H 2.36 4.11 1.85
H 3.80 3.14 0.07
C 2.68 3.98 -1.56
H 3.40 -1.44 -0.91
O 2.09 -4.41 0.45
C -2.96 -0.51 1.73
C 1.30 -3.53 0.21
H 1.32 2.79 -2.72
H 0.41 2.88 2.62
H -1.89 -0.50 1.96
H -2.82 0.50 -1.58
C 0.77 -1.27 -0.27
H -0.47 5.01 1.91
N -1.19 -0.35 -0.62
*
```